{
  "formula": "C28H55ClIN4O6",
  "method": "the ωB97M-V functional and the def2-TZVPD basis",
  "largest_force_ev_per_a": 3.185,
  "orbital_gap_ev": 6.66,
  "de_lowest_kj_mol": 0.0,
  "molar_mass_g_mol": 706.127,
  "charge": 1,
  "symbols": ["C", "C", "N", "C", "C", "C", "O", "I", "O", "C", "C", "C", "C", "N", "C", "C", "C", "N", "Cl", "C", "C", "C", "O", "C", "N", "H", "H", "H", "H", "H", "H", "H", "H", "H", "H", "H", "H", "H", "H", "H", "H", "H", "H", "H", "H", "H", "H", "H", "H", "H", "C", "C", "O", "C", "C", "H", "H", "H", "H", "H", "H", "H", "H", "H", "H", "C", "C", "O", "C", "C", "H", "H", "H", "H", "H", "H", "H", "H", "H", "H", "C", "C", "O", "C", "C", "H", "H", "H", "H", "H", "H", "H", "H", "H", "H"],
  "coordinates": [[3.506377, -1.127759, 3.602816], [3.063066, -0.467063, 2.189359], [4.161514, 0.234731, 1.486616], [4.222491, 1.683897, 1.698563], [4.150164, 2.111304, 3.233840], [4.432018, 3.635103, 3.435877], [3.637659, 4.515713, 3.309254], [6.445457, 4.201637, 4.040973], [5.567947, 2.082126, 1.334246], [5.807610, 2.238257, -0.060267], [6.221399, 0.935814, -0.821278], [6.130757, 0.769651, -2.258654], [6.546136, -0.406834, -2.990214], [7.059548, -1.474568, -2.344447], [7.136888, -1.353416, -1.003921], [6.790331, -0.247033, -0.147527], [4.681691, 3.008384, -0.862202], [3.732190, 3.563883, 0.167285], [2.628178, 4.586328, -0.693794], [3.076236, 2.344224, 0.806502], [1.740313, 2.682016, 1.531934], [0.400484, 2.479479, 0.707630], [0.528771, 1.849085, -0.567007], [-0.457253, 3.827735, 0.583017], [-1.149806, 4.006124, 1.904288], [2.663845, -1.058931, 4.329530], [3.834036, -2.191345, 3.472283], [4.355063, -0.534566, 4.042281], [2.780666, -1.349188, 1.549924], [2.121034, 0.105407, 2.339263], [5.026637, -0.120199, 1.911721], [5.014362, 1.572885, 3.710571], [3.239852, 1.741615, 3.754501], [6.719385, 2.896257, -0.137434], [5.723549, 1.622780, -2.856887], [6.464948, -0.420667, -4.097868], [7.533693, -2.253294, -0.469704], [6.930218, -0.262377, 0.956181], [4.180628, 2.425317, -1.664622], [5.138345, 3.907254, -1.359846], [4.207716, 4.158257, 0.865503], [2.948972, 1.626891, -0.050717], [1.590413, 2.158330, 2.508994], [1.778439, 3.773541, 1.817933], [-0.270830, 1.802567, 1.303739], [1.209807, 2.251997, -1.126835], [-1.270180, 3.718850, -0.170199], [0.178992, 4.734384, 0.469124], [-1.713064, 3.186991, 2.130292], [-0.407398, 4.115932, 2.603431], [0.170231, -4.064373, 4.771701], [0.203883, -3.229372, 3.504467], [1.222915, -3.620973, 2.592226], [1.140387, -4.955106, 2.107347], [-0.144697, -5.253650, 1.356455], [1.135392, -4.024418, 5.281989], [-0.600394, -3.693266, 5.450179], [-0.045631, -5.112971, 4.563560], [0.412665, -2.189675, 3.769613], [-0.770799, -3.229141, 3.005265], [1.293552, -5.665493, 2.925547], [1.984574, -5.085325, 1.426234], [-1.023849, -5.150252, 1.994855], [-0.130998, -6.274721, 0.971377], [-0.267067, -4.564174, 0.517857], [-1.281105, 0.311890, -2.785720], [-2.201859, 0.759569, -1.665657], [-3.178798, 1.703436, -2.075383], [-4.081103, 1.275872, -3.087497], [-4.907451, 0.063685, -2.698701], [-0.776437, 1.172380, -3.232491], [-0.525859, -0.378030, -2.402860], [-1.825187, -0.197348, -3.582422], [-1.607955, 1.249277, -0.896472], [-2.683621, -0.098713, -1.183191], [-3.543067, 1.102093, -4.025200], [-4.753640, 2.116462, -3.271762], [-4.283404, -0.813287, -2.513639], [-5.610331, -0.189294, -3.494450], [-5.471183, 0.261933, -1.784209], [-9.362172, -1.362789, -1.486844], [-9.307976, -0.524629, -2.751828], [-8.277317, -0.911910, -3.648369], [-8.340582, -2.241312, -4.141405], [-9.610880, -2.546502, -4.915025], [-8.404958, -1.324639, -0.961555], [-10.142961, -0.992221, -0.819701], [-9.575961, -2.411235, -1.700500], [-9.102825, 0.513036, -2.480930], [-10.275257, -0.523209, -3.265504], [-8.194820, -2.955912, -3.324516], [-7.484025, -2.360399, -4.809415], [-10.501046, -2.454207, -4.290325], [-9.582307, -3.565426, -5.305905], [-9.725372, -1.853167, -5.751238]],
  "forces_ev_per_a": [[0.047, 0.908, -0.580], [-0.375, -2.394, 0.738], [-0.240, 0.884, 1.066], [0.029, -0.442, 1.002], [1.436, -0.358, -0.028], [-0.253, -0.310, 0.378], [0.048, -0.529, -0.403], [-0.385, -0.337, -0.180], [-1.468, 0.522, -0.941], [1.401, -0.432, -1.734], [0.828, -3.008, -0.640], [-0.160, 0.579, 0.434], [-0.050, 1.030, 1.740], [-0.727, 1.480, 0.368], [0.273, -0.058, 1.775], [-0.770, 1.358, -2.346], [1.757, 1.111, 0.215], [-0.348, -0.883, -0.945], [-0.208, 0.243, 0.150], [-0.127, -0.833, 0.461], [-0.487, 0.941, 0.177], [-0.883, 0.739, -0.716], [0.809, -0.214, 0.361], [-0.321, -1.013, 1.864], [0.944, 0.374, -0.577], [0.611, -0.318, -0.535], [-0.420, 1.022, 0.118], [-0.709, -0.629, -0.339], [0.073, 0.970, 0.521], [0.907, -0.016, -0.327], [-0.332, 0.096, -0.440], [-0.807, 0.518, -0.480], [0.452, 0.672, -0.506], [-0.853, -0.579, 0.425], [0.431, -0.862, 0.398], [0.071, -0.114, 0.976], [-0.315, 0.811, -0.640], [0.014, -0.202, -1.145], [-0.139, 0.264, 1.076], [-0.378, -0.915, 0.427], [-0.086, -0.215, -0.170], [-0.175, 0.717, 0.849], [0.634, 0.288, -1.018], [0.081, -1.032, -0.164], [0.772, 0.403, -0.717], [-0.415, 0.142, 0.271], [0.982, 0.113, 0.170], [-0.566, -0.674, -0.376], [0.199, 0.244, -0.013], [-0.697, -0.081, 0.031], [0.052, -0.096, 0.020], [-0.021, -0.104, 0.010], [0.131, 0.277, -0.002], [-0.018, -0.155, -0.110], [-0.139, 0.115, 0.044], [-0.046, 0.037, -0.009], [0.041, 0.001, -0.035], [-0.088, 0.041, 0.015], [0.123, -0.025, -0.131], [-0.012, -0.064, 0.040], [-0.078, -0.009, 0.016], [0.018, 0.179, 0.104], [0.021, -0.105, 0.001], [0.032, 0.052, 0.013], [0.044, -0.057, 0.009], [0.005, -0.032, -0.101], [-0.196, -0.087, -0.015], [0.095, 0.224, 0.132], [-0.140, -0.080, -0.045], [0.094, -0.114, 0.061], [-0.009, -0.011, 0.054], [-0.026, 0.047, 0.014], [0.021, -0.057, 0.049], [-0.153, 0.091, -0.085], [0.004, -0.087, -0.120], [0.014, -0.081, 0.000], [0.158, 0.054, 0.127], [-0.012, -0.009, -0.083], [-0.031, 0.051, 0.081], [-0.026, 0.024, -0.080], [0.051, -0.138, 0.009], [-0.057, -0.028, 0.039], [0.183, 0.142, -0.048], [-0.044, -0.068, -0.051], [-0.141, 0.081, 0.027], [-0.044, 0.045, -0.012], [0.043, 0.008, -0.036], [-0.087, 0.031, 0.015], [0.126, -0.042, -0.143], [-0.022, -0.070, 0.045], [-0.086, -0.033, 0.017], [0.014, 0.176, 0.097], [0.024, -0.093, 0.005], [0.028, 0.047, 0.011], [0.046, -0.052, 0.018]]
}

{
  "formula": "C25H28N4O7S2",
  "method": "the ωB97M-V functional and the def2-TZVPD basis",
  "largest_force_ev_per_a": 0.930,
  "orbital_gap_ev": 8.34,
  "molar_mass_g_mol": 560.654,
  "symbols": ["C", "O", "C", "O", "C", "C", "C", "C", "C", "O", "N", "C", "C", "C", "C", "C", "O", "C", "S", "C", "C", "O", "N", "C", "C", "C", "C", "C", "C", "S", "N", "O", "O", "C", "C", "N", "C", "C", "H", "H", "H", "H", "H", "H", "H", "H", "H", "H", "H", "H", "H", "H", "H", "H", "H", "H", "H", "H", "H", "H", "H", "H", "H", "H", "H", "H"],
  "coordinates": [[-6.755609, -1.082613, 1.249261], [-5.353031, -0.864960, 1.186010], [-4.587844, -1.960369, 1.301767], [-5.038065, -3.070580, 1.431292], [-3.135613, -1.648024, 1.233210], [-2.234104, -2.720597, 1.190185], [-0.883544, -2.482520, 1.111635], [-0.407429, -1.170269, 1.066070], [1.017976, -0.899522, 0.940532], [1.870564, -1.767119, 0.870501], [1.356070, 0.448587, 0.863525], [2.762110, 0.780243, 0.771632], [3.359557, 1.038503, 2.174723], [4.888065, 1.014765, 2.115587], [5.180308, -0.482215, 2.241142], [3.974190, -1.013720, 3.032891], [3.004539, 0.027545, 3.086445], [0.399728, 1.413293, 0.921573], [0.945290, 3.070210, 0.788026], [-0.630524, 3.984018, 0.773882], [-1.275637, 3.899918, -0.606050], [-0.977976, 4.653924, -1.507004], [-2.198229, 2.926577, -0.705456], [-2.829267, 2.590167, -1.962201], [-2.818522, 1.084387, -2.216983], [-1.466205, 0.418102, -2.216652], [-0.270659, 1.116321, -2.343041], [0.938368, 0.437306, -2.349265], [0.954762, -0.938567, -2.246672], [2.520173, -1.786310, -2.336979], [2.200190, -3.194015, -1.500122], [2.786748, -2.152009, -3.695600], [3.511509, -0.988204, -1.659790], [-0.220872, -1.653609, -2.137874], [-1.423082, -0.971316, -2.109781], [-0.866992, 1.197789, 1.048235], [-1.306845, -0.092994, 1.116298], [-2.679543, -0.343542, 1.207694], [-7.029519, -1.508061, 2.216613], [-7.068099, -1.772626, 0.462878], [-7.220956, -0.109844, 1.113693], [-2.629318, -3.723988, 1.220405], [-0.168921, -3.290301, 1.077991], [2.884915, 1.669222, 0.150563], [3.258208, -0.064775, 0.287611], [2.953628, 1.975976, 2.570204], [5.271701, 1.445844, 1.194961], [5.294841, 1.560943, 2.966891], [6.118590, -0.677353, 2.755405], [5.220760, -0.944108, 1.255601], [4.229596, -1.264933, 4.066785], [3.531725, -1.891896, 2.551919], [-1.260169, 3.581164, 1.563290], [-0.347090, 5.015439, 0.979574], [-2.249325, 2.248132, 0.045232], [-3.870597, 2.934671, -1.948411], [-2.306427, 3.138189, -2.750298], [-3.440975, 0.592560, -1.463699], [-3.288506, 0.904492, -3.188259], [-0.265363, 2.189619, -2.446602], [1.875655, 0.963958, -2.438275], [2.849938, -3.919928, -1.756766], [2.222909, -3.006126, -0.503434], [-0.180079, -2.728076, -2.069309], [-2.346920, -1.522941, -2.011232], [-3.372238, 0.481225, 1.263474]],
  "forces_ev_per_a": [[-0.368, -0.237, 0.031], [0.384, 0.176, -0.015], [-0.316, -0.173, 0.000], [0.060, 0.105, -0.006], [0.315, 0.208, -0.038], [-0.062, -0.025, -0.003], [0.054, 0.107, 0.021], [-0.499, 0.188, 0.149], [-0.180, 0.026, 0.026], [0.063, -0.021, 0.141], [-0.129, -0.277, 0.020], [0.710, -0.055, 0.414], [0.029, 0.377, -0.334], [-0.257, -0.004, 0.123], [-0.143, -0.022, 0.026], [0.187, -0.472, 0.149], [-0.206, 0.067, 0.020], [-0.890, 0.238, 0.127], [0.209, 0.489, -0.074], [0.302, -0.337, -0.109], [-0.165, -0.068, 0.569], [0.244, 0.297, -0.296], [-0.414, -0.220, -0.149], [-0.124, 0.026, -0.188], [0.037, 0.255, 0.019], [-0.046, -0.174, -0.018], [0.052, -0.110, -0.065], [0.134, 0.159, -0.045], [0.406, -0.401, 0.078], [0.152, -0.418, 0.189], [-0.083, 0.677, -0.366], [-0.115, -0.193, -0.110], [-0.253, 0.055, -0.042], [-0.234, -0.119, -0.103], [0.121, 0.101, -0.118], [0.229, 0.294, 0.275], [0.415, -0.677, 0.037], [-0.030, -0.305, 0.010], [-0.001, 0.046, -0.082], [0.001, 0.078, 0.070], [0.041, -0.043, 0.008], [-0.012, -0.083, 0.007], [0.040, -0.097, -0.011], [0.037, -0.131, -0.069], [-0.109, 0.275, 0.059], [0.094, -0.092, -0.026], [0.095, 0.079, -0.058], [-0.003, 0.052, -0.043], [0.039, -0.024, -0.049], [0.046, -0.044, -0.012], [0.004, 0.004, -0.102], [0.096, 0.097, 0.097], [-0.012, 0.091, 0.017], [-0.024, -0.064, -0.035], [0.201, 0.229, -0.032], [0.128, -0.017, -0.144], [-0.095, -0.047, 0.073], [-0.064, -0.056, -0.046], [-0.089, -0.015, 0.063], [-0.003, 0.182, 0.015], [0.090, 0.176, 0.000], [0.168, -0.097, -0.313], [-0.024, 0.066, 0.188], [-0.079, -0.122, 0.035], [-0.108, -0.078, 0.044], [-0.047, 0.097, -0.001]]
}

{
  "formula": "C7H14",
  "method": "the ωB97M-V functional and the def2-TZVPD basis",
  "largest_force_ev_per_a": 0.175,
  "orbital_gap_ev": 10.52,
  "de_lowest_kj_mol": 69.0,
  "molar_mass_g_mol": 98.189,
  "symbols": ["C", "C", "C", "C", "C", "C", "C", "H", "H", "H", "H", "H", "H", "H", "H", "H", "H", "H", "H", "H", "H"],
  "coordinates": [[-0.988791, 1.654930, 0.807251], [-0.248246, 1.025596, -0.355081], [-0.589679, -0.348469, -0.890092], [-1.732295, -1.189685, -0.367593], [0.710921, -0.125962, -0.153493], [0.927170, -0.645175, 1.254344], [1.975242, -0.155867, -0.989839], [-1.681856, 2.424405, 0.451028], [-0.295409, 2.131796, 1.510848], [-1.579993, 0.928290, 1.373106], [0.057117, 1.749785, -1.110945], [-0.465984, -0.446053, -1.969310], [-1.599660, -2.238010, -0.658910], [-2.688010, -0.846814, -0.781381], [-1.818850, -1.164847, 0.722450], [1.580236, 0.041265, 1.809545], [1.417751, -1.625351, 1.236934], [0.001244, -0.745824, 1.826943], [1.817098, 0.305318, -1.971288], [2.795955, 0.377453, -0.494144], [2.303148, -1.190876, -1.156334]],
  "forces_ev_per_a": [[-0.051, -0.029, 0.047], [0.046, 0.131, -0.025], [-0.038, -0.101, -0.105], [-0.011, 0.012, 0.082], [0.056, 0.006, 0.026], [-0.050, -0.021, 0.036], [0.017, -0.003, -0.044], [0.087, -0.108, 0.037], [-0.094, -0.044, -0.116], [0.107, 0.100, -0.081], [-0.017, -0.139, 0.106], [0.005, 0.025, 0.164], [-0.017, 0.146, 0.046], [0.127, -0.050, 0.056], [0.018, 0.008, -0.155], [-0.077, -0.118, -0.088], [-0.076, 0.103, -0.012], [0.128, 0.019, -0.104], [0.000, -0.053, 0.145], [-0.118, -0.044, -0.052], [-0.041, 0.159, 0.035]]
}

{
  "formula": "C2H4OS",
  "method": "the ωB97M-V functional and the def2-TZVPD basis",
  "largest_force_ev_per_a": 5.146,
  "orbital_gap_ev": [8.86, 8.12],
  "de_lowest_kj_mol": 461.1,
  "molar_mass_g_mol": 76.120,
  "symbols": ["C", "C", "O", "S", "H", "H", "H", "H"],
  "coordinates": [[-1.720575, 0.350698, -0.127552], [0.824642, -0.531960, -0.099139], [-0.274531, 0.247179, -0.299394], [2.324273, 0.392350, -0.300206], [-2.144119, 1.316570, -0.323038], [-2.226860, -0.658984, 0.124388], [0.856444, -1.568884, 0.050243], [2.360726, 0.453028, 0.974699]],
  "forces_ev_per_a": [[3.252, -3.959, 0.475], [-1.443, 2.634, -1.060], [-2.248, 0.543, 0.462], [-0.752, -0.800, -1.412], [0.292, 0.037, -0.147], [0.752, 2.209, -0.530], [-0.616, -1.229, 0.186], [0.762, 0.565, 2.026]]
}